This record from OMol25 describes 2 unconnected molecules or ions with the total composition C3H7N2 at a distorted geometry. The level of theory is wB97M-V/def2-TZVPD.

```
12
Properties=species:S:1:pos:R:3:lowdin_charge:R:1
C -0.3774 -1.1209 1.1317 0.0102
H -1.1651 1.0097 1.4946 0.1511
H 2.4556 0.7046 -1.7493 0.1615
H 2.5094 -0.5187 -0.6440 0.1427
N -0.2504 -0.3094 -0.0733 -0.0499
C 0.6394 0.2247 -0.7488 -0.0567
H 0.4411 -1.1401 1.8643 0.1365
H -2.1523 -0.0487 0.3303 0.1158
H -0.6510 2.3633 -2.5871 0.0690
N 1.8613 0.0752 -1.1680 0.1882
H -0.8426 -2.1098 0.9361 0.1391
C -1.2572 0.0960 0.8657 -0.0075
```

LUMO level (alpha / beta) = -0.21700 / -0.13382 hartree
net charge = +1
HOMO level (alpha / beta) = -14.59 / -14.53 eV
ΔE to the lowest compared entry with this formula, charge and spin = 142.3 kcal/mol
E = -227.5276 a.u.
frontier orbital gap (alpha / beta) = 8.7 / 10.9 eV

---

This record from OMol25 describes 2 unconnected molecules or ions with the total composition C4H12N2O2 at a distorted geometry. The level of theory is wB97M-V/def2-TZVPD.

```
20
Properties=species:S:1:pos:R:3:lowdin_charge:R:1
H -0.8956 -1.4630 2.8565 0.1253
N -0.8905 -1.9830 1.9889 0.2379
H 1.4116 3.9790 0.2365 0.0549
H -1.8406 1.2316 -1.3880 0.0980
H -1.4301 -0.3859 -1.7457 0.0879
H 1.8845 -0.4508 0.0546 0.1031
C -0.9793 0.5930 -1.6252 0.0061
C -0.7703 -1.4685 0.7071 -0.5295
H 1.9495 0.5506 -1.2793 0.1093
H 1.1540 -0.9511 -1.5409 0.1016
H -0.8507 -2.9887 2.0885 0.1421
H 1.9129 2.5806 -0.2281 -0.0169
H 0.2913 1.5930 -0.0319 0.1192
C 0.0077 0.6188 -0.4285 -0.3081
H -0.4188 0.9477 -2.4841 0.1076
O -0.6547 -2.1934 -0.2283 0.1647
O 2.0661 3.5224 -0.3192 -0.0367
N -0.7373 -0.0410 0.7248 0.2922
H -0.5447 0.3354 1.6538 0.1743
C 1.2614 -0.1704 -0.7949 -0.0327
```

LUMO level (alpha / beta) = -0.13569 / -0.33701 hartree
net charge = +1
HOMO level (alpha / beta) = -14.87 / -14.87 eV
spin multiplicity = 2
ΔE to the lowest compared entry with this formula, charge and spin = 42.0 kcal/mol
expectation value of S² = 0.76
E = -419.2654 a.u.
frontier orbital gap (alpha / beta) = 11.2 / 5.7 eV

---

This record from OMol25 describes 6 unconnected molecules or ions with the total composition C22H52N6O7. The level of theory is wB97M-V/def2-TZVPD.

```
87
Properties=species:S:1:pos:R:3:lowdin_charge:R:1
H 4.1627 0.7207 -3.8742 0.0803
O -1.6352 3.9703 2.4904 0.0186
C 0.2039 1.1922 0.8048 -0.0044
C 2.7518 -1.7888 -4.4774 -0.0819
H -4.4323 -1.4534 -5.1842 0.0843
H 0.6183 -7.6314 6.6101 0.0631
C 3.9003 0.4190 -2.8593 -0.0110
N -2.3993 5.4738 1.0124 0.0157
N -2.3608 -1.3786 -4.8327 0.0165
H 0.9479 7.1049 0.6810 0.0879
H 1.5447 -3.7830 -1.5584 0.0989
H -1.8214 4.9927 0.3406 0.1407
C 0.0294 -5.0909 -0.7364 -0.2158
H 0.3765 2.7681 2.6865 0.0406
H -2.4806 7.4073 0.2033 0.0633
H 0.2423 -6.4411 2.6491 0.1211
C -0.5572 -6.8864 0.7232 -0.1902
O -0.2474 -2.0578 -5.1080 0.0198
H 1.7224 -7.7126 3.4351 0.1190
N 2.0086 -0.9880 -3.5320 0.0168
H -4.2378 5.5640 3.0865 0.0850
H 1.0241 -1.1980 -3.4467 0.1024
C -3.6060 -0.7409 -5.1984 -0.0763
C -1.2177 -0.8821 -6.9506 -0.0054
C 1.0963 -8.6147 3.4162 -0.2370
H -1.5626 -6.5160 0.4908 0.1167
H -1.0287 -4.8213 -0.6520 0.1071
H 2.3145 -1.6967 -5.4711 0.0712
O -1.2249 9.2469 1.2857 0.0206
O 1.6736 0.6299 -2.0135 0.0185
C 0.1928 -7.5763 5.6074 -0.1050
H -3.5333 -0.3309 -6.2013 0.0699
H 0.9145 1.9960 0.6090 0.0879
C 0.7554 2.1871 3.5180 -0.0844
N 0.0201 -2.6027 -0.7209 0.0128
H -1.3864 -7.1318 2.7108 0.1239
H -3.8536 6.3611 -0.2266 0.0831
C -3.1765 5.5916 3.3359 -0.0048
H 0.0208 2.2630 4.3205 0.0828
H 0.0931 -2.1378 0.1795 0.0278
C 0.8622 -3.8057 -0.7056 -0.2317
C 2.4395 0.0359 -2.7612 -0.5415
H -0.7458 1.6466 1.0918 0.0762
H -0.4293 -9.4304 4.6518 0.1082
C -1.2269 -1.4874 -5.5663 -0.5308
H -2.2919 -1.8000 -3.9177 0.1445
H -3.7117 7.0506 1.3930 0.0760
N 0.9518 0.8109 3.1125 0.0123
H 3.7943 -1.4855 -4.5223 0.0713
O 0.9314 -0.9115 1.6745 0.0122
C 0.4853 -8.8518 4.7985 -0.2210
C -0.4146 -7.1966 2.2074 -0.1800
H 0.4126 -1.9274 -1.3662 0.0306
H 1.2914 0.1475 3.7907 0.1359
H -1.9813 -1.3331 -7.5853 0.0846
H 1.6936 2.6298 3.8606 0.0807
H -3.8443 0.0763 -4.5159 0.0850
H -0.8769 -7.3975 5.7242 0.0666
H 2.2908 9.7535 -1.0193 0.0834
H 1.1633 -9.4985 5.3613 0.0995
H -0.4092 -7.8234 0.1714 0.1295
H -0.2007 7.1039 2.0305 0.0681
C -2.3447 4.9389 2.2563 -0.5472
H 4.5448 -0.4146 -2.5780 0.0831
H 2.5157 8.7630 0.4188 0.0704
H -3.0097 5.0442 4.2583 0.0821
H 0.1655 -5.6373 -1.6800 0.1168
H 1.3957 7.8569 2.2128 0.0867
H -2.8909 6.6354 3.4739 0.0839
O 0.1293 -8.4950 2.3902 -0.1473
H 1.4761 -3.8549 0.1984 0.1150
C 0.5674 7.6817 1.5252 -0.0028
H 0.0884 0.6042 -0.1007 0.0578
C 0.7191 0.2743 1.8891 -0.5282
O 0.4084 -5.9270 0.3474 -0.1549
H 2.7186 -2.8440 -4.2008 0.0838
H 1.7383 -9.4501 3.1316 0.1173
C -3.1515 6.6295 0.5647 -0.0699
H -0.2393 -1.0633 -7.3845 0.0808
H -1.4006 0.1923 -6.9105 0.0855
H 4.0702 1.2489 -2.1804 0.0785
N 0.7437 9.8602 0.4027 0.0071
C -0.0522 8.9841 1.0691 -0.5460
H 2.7427 10.5061 0.5176 0.0837
C 2.1421 9.7176 0.0612 -0.0789
H 0.2703 10.7072 0.1292 0.1397
H 0.6166 -6.6923 5.1268 0.0630
```

LUMO level = 0.02118 hartree
HOMO level = -8.31 eV
E = -1724.6998 a.u.
SMILES = CCCOCCOCCN.CNC(C)=O.CNC(C)=O.CNC(C)=O.CNC(C)=O.CNC(C)=O
frontier orbital gap = 8.9 eV

---

This record from OMol25 describes a molecular structure, C49H68AsCl2N12OS at a distorted geometry. The level of theory is wB97M-V/def2-TZVPD.

```
134
Properties=species:S:1:pos:R:3:lowdin_charge:R:1
C 2.0005 -5.2372 5.1798 -0.1096
H 2.3374 6.2489 1.9776 0.0838
C 8.9080 6.7153 -6.7329 -0.1483
H -1.6733 -5.0159 0.2190 -0.0591
H 0.0509 4.3732 5.9051 0.1039
C -4.8315 -1.2821 3.6958 -0.4854
N 5.3058 3.6834 -3.7525 0.0020
C 5.6324 3.5936 -5.0800 -0.1346
H -5.3545 -1.4187 -0.8253 0.0709
S -3.0244 -1.3559 4.0683 0.9222
H -3.7168 3.6648 3.8794 0.0911
C -4.0809 -3.7342 9.2456 -0.1274
H 7.8636 -4.2870 -2.5858 0.0859
C -0.8178 4.3914 5.2648 -0.1435
C -0.3711 -1.9677 2.4895 -0.3015
O -5.3996 -0.2462 2.9291 -0.0564
H -1.1033 -5.4759 -6.8553 0.0831
H -5.8785 -3.1415 -1.3204 0.0595
C -2.2548 -0.0822 2.9631 -0.4493
H -0.2932 -1.9749 3.6453 0.0750
C -1.9357 3.5944 5.2334 -0.1197
H -3.5329 -1.8960 -6.5630 0.1002
H -1.8871 -3.7277 8.7966 0.0853
N 5.4704 -2.1807 -1.8974 -0.0003
H -0.2866 0.1895 1.9680 0.1115
H -0.6183 -0.4835 -3.4565 0.0023
C 6.9329 -3.7659 -2.4167 -0.1229
C -11.5372 -1.2383 0.2202 -0.1184
H 7.8048 9.1445 -8.6656 0.0896
H 7.0813 7.8667 -6.3826 0.0854
H 10.1226 7.9802 -9.4714 0.1033
C 3.2027 4.3954 1.0683 -0.1060
C -5.1546 -3.5623 8.4053 -0.1471
N 2.1743 1.1923 -3.6198 -0.0085
N 9.8448 6.7786 -7.7295 0.0002
C 2.6358 -0.0379 -3.2286 -0.1502
H 0.7230 -1.9375 2.1236 0.1068
H -3.0258 0.4398 2.2836 0.0917
H -10.5148 -2.9366 1.2573 0.1095
H 2.4162 3.6614 1.1624 0.0954
C -1.0989 -0.6320 1.9935 -0.2676
C 0.4009 -0.1287 -3.4450 -0.1097
H -9.0208 -1.1490 2.1778 0.0856
N -5.8412 -2.2414 4.0883 -0.0061
H -11.7455 0.9431 -0.2380 0.0868
H 6.5693 6.6458 -4.2668 0.0844
H 4.8827 2.9510 -3.2064 0.1307
C 8.3317 8.3370 -8.1794 -0.1130
H -1.5263 -0.6747 0.9425 0.0664
C -10.6318 -1.8900 1.0217 -0.1309
H -3.0350 -4.0584 -8.1322 0.0807
C -3.3061 -3.4133 7.1606 -0.1510
H -0.2677 6.0493 4.0692 0.1394
H -2.4004 5.7718 2.7817 0.1038
H -0.5391 -4.0921 -4.5853 0.1046
H -2.1372 2.7636 5.8934 0.0924
C -5.2098 -2.2474 -1.6022 -0.1764
N -4.6732 -3.3628 7.1399 0.0176
H 2.7468 2.0031 -3.7856 0.1214
H -7.4628 0.0886 2.2355 0.1170
C -2.9082 -3.6393 8.4559 -0.1207
C -1.2455 -3.8730 -5.3717 -0.1365
C -10.1493 0.2898 1.1081 -0.1519
C 6.1921 4.7884 -5.4600 -0.1159
H -3.2853 -1.8739 0.5038 0.0453
C 7.9540 7.6698 -6.9874 -0.1181
Cl -2.6079 -1.4192 -2.4817 0.5887
C -2.5613 -3.8108 -7.1935 -0.1333
C 4.3731 6.3119 1.1797 -0.1435
C 5.6431 4.9248 -3.2839 -0.1374
H -2.0084 -2.0624 -4.5789 0.0234
H -4.1340 -3.9096 10.3101 0.0833
H 7.5502 -1.7294 -1.7273 0.0987
As -1.1822 -3.5337 -0.0262 0.5151
H 4.2396 -5.2231 5.1891 0.0863
H 5.4398 2.6892 -5.6372 0.1088
C -3.1158 -2.8613 -0.0417 -0.8223
H 4.7526 7.3107 1.3325 0.1038
H -6.2165 -3.5636 8.5990 0.1018
C 5.6245 -4.2799 -2.5968 -0.1104
N -0.9402 5.3293 4.2745 -0.0027
H 3.6638 -3.2570 -2.2612 0.1038
H -1.2654 -3.7639 -1.5842 -0.0949
H 5.3574 -5.2714 -2.9306 0.0912
H 0.2540 2.0211 -4.0457 0.1059
C 0.8115 1.1460 -3.7487 -0.1314
C -2.8349 -2.7072 -6.4217 -0.1508
H -12.3322 -1.7049 -0.3424 0.0875
C 6.8069 -2.4696 -1.9820 -0.1531
H 3.9026 -2.6640 6.0355 0.0990
C 4.7429 -3.2808 -2.2655 -0.1273
H 6.0797 5.4905 0.2336 0.1401
H 1.5933 -1.9186 -2.8259 0.0904
H 5.4599 5.1959 -2.2553 0.0881
C -3.6395 -2.6575 -1.5663 -0.7399
H 3.6896 -0.2075 -3.0667 0.0819
C 6.1994 5.6325 -4.3211 -0.1137
H 5.0834 -1.2975 -1.6088 0.1275
H -5.2388 -3.2038 6.3179 0.1105
H 0.0310 -4.2304 5.5120 0.1043
H -3.5785 -3.7053 -2.0441 0.1028
N 5.1423 5.3542 0.5749 -0.0075
H 1.4323 -2.2553 6.1535 0.1410
Cl -4.2933 -4.0672 0.7651 0.4543
C -1.5533 -4.5505 -6.5272 -0.1267
H -5.5072 -1.9362 -2.6568 0.0635
H -2.0452 -3.5779 2.4459 0.0170
C 3.1662 -3.4125 5.7851 -0.1523
C 3.1616 5.7463 1.4939 -0.1146
C -1.0287 -3.3361 1.9833 -0.4394
H 9.0003 5.9976 -5.9318 0.1056
H 10.6580 6.1898 -7.8012 0.1445
C -6.7794 -0.5805 2.8396 -0.1011
C 4.4374 4.1808 0.5076 -0.1515
N -2.0260 -2.7514 -5.3189 -0.0012
C -11.2310 0.1438 0.2746 -0.1209
C -2.7604 4.0650 4.1819 -0.1160
H 1.7424 -6.2327 4.8508 0.0919
C 3.3041 -4.7100 5.3565 -0.1195
H -2.7354 -3.2832 6.2539 0.0696
H -1.8184 0.7692 3.6074 0.0736
H -9.6059 1.1691 1.4204 0.0992
N -9.7882 -0.9536 1.5538 0.0089
N -7.0076 -1.7814 3.5476 -0.0205
N 1.8276 -3.1362 5.8691 0.0017
H 0.2799 -4.1219 -0.0975 -0.0927
H -0.3207 -4.1813 2.3327 0.0615
H 4.8744 3.2977 0.0667 0.1032
H 6.5554 5.0292 -6.4480 0.0830
C 1.5564 -0.8786 -3.1153 -0.0891
H -0.5834 -2.1263 -0.3239 -0.0639
C 1.1103 -4.2446 5.5071 -0.1429
C 9.5040 7.7681 -8.6128 -0.1462
C -2.1196 5.1342 3.6060 -0.1434
```

LUMO level = 0.05490 hartree
net charge = -1
HOMO level = -4.00 eV
E = -6194.2537 a.u.
frontier orbital gap = 5.5 eV

---

This record from OMol25 describes a gas-phase ion, C4H2FO2 (charge -1) at a distorted geometry. The level of theory is wB97M-V/def2-TZVPD.

```
9
Properties=species:S:1:pos:R:3:lowdin_charge:R:1
C 1.3552 -0.5142 -0.2332 -0.6473
O 1.5548 0.4692 -0.8848 0.0016
O 2.0066 -1.5136 -0.0847 0.0157
F -2.1447 1.0704 -0.4589 -0.0430
H -0.1429 1.2731 -0.7189 0.1241
C -0.8834 0.7463 -0.0496 -0.4496
C -0.3513 -0.5033 0.5134 -0.2219
H -0.8365 -1.6037 0.5040 0.1535
C -0.5577 0.5757 1.4126 0.0668
```

LUMO level = 0.14563 hartree
net charge = -1
HOMO level = -4.27 eV
ΔE to the lowest compared entry with this formula, charge and spin = 51.4 kcal/mol
E = -403.8643 a.u.
frontier orbital gap = 8.2 eV

---

This record from OMol25 describes a single C4H9NO molecule at a distorted geometry. The level of theory is wB97M-V/def2-TZVPD.

```
15
Properties=species:S:1:pos:R:3:lowdin_charge:R:1
O 1.0445 -1.8306 0.1681 0.0569
H -1.4121 -0.3114 1.6189 0.0882
H -0.7374 -2.4365 -1.6847 0.1260
H 1.3096 1.0172 -1.4177 0.0878
N -0.7513 -1.4840 -1.3030 0.1444
C -0.1112 0.2697 0.0083 -0.4077
H 1.9919 0.8081 0.2035 0.0913
H 0.2405 0.0450 2.1510 0.0914
C 1.0953 1.1159 -0.3469 -0.0621
H 0.8638 2.1545 -0.1061 0.0789
H -0.8332 1.3824 1.6637 0.0786
H -1.2894 -0.5527 -1.3997 0.1225
C -0.5516 0.3491 1.4574 -0.0621
C 0.1593 -1.1749 -0.3560 -0.5808
H -1.0187 0.6483 -0.6568 0.1469
```

LUMO level = 0.03257 hartree
HOMO level = -9.60 eV
ΔE to the lowest compared entry with this formula, charge and spin = 22.9 kcal/mol
E = -287.7959 a.u.
SMILES = CC(C)C(N)=O
frontier orbital gap = 10.5 eV

---

Copy entry 2 word for word.
This record from OMol25 describes 2 unconnected molecules or ions with the total composition C4H12N2O2 at a distorted geometry. The level of theory is wB97M-V/def2-TZVPD.

```
20
Properties=species:S:1:pos:R:3:lowdin_charge:R:1
H -0.8956 -1.4630 2.8565 0.1253
N -0.8905 -1.9830 1.9889 0.2379
H 1.4116 3.9790 0.2365 0.0549
H -1.8406 1.2316 -1.3880 0.0980
H -1.4301 -0.3859 -1.7457 0.0879
H 1.8845 -0.4508 0.0546 0.1031
C -0.9793 0.5930 -1.6252 0.0061
C -0.7703 -1.4685 0.7071 -0.5295
H 1.9495 0.5506 -1.2793 0.1093
H 1.1540 -0.9511 -1.5409 0.1016
H -0.8507 -2.9887 2.0885 0.1421
H 1.9129 2.5806 -0.2281 -0.0169
H 0.2913 1.5930 -0.0319 0.1192
C 0.0077 0.6188 -0.4285 -0.3081
H -0.4188 0.9477 -2.4841 0.1076
O -0.6547 -2.1934 -0.2283 0.1647
O 2.0661 3.5224 -0.3192 -0.0367
N -0.7373 -0.0410 0.7248 0.2922
H -0.5447 0.3354 1.6538 0.1743
C 1.2614 -0.1704 -0.7949 -0.0327
```

LUMO level (alpha / beta) = -0.13569 / -0.33701 hartree
net charge = +1
HOMO level (alpha / beta) = -14.87 / -14.87 eV
spin multiplicity = 2
ΔE to the lowest compared entry with this formula, charge and spin = 42.0 kcal/mol
expectation value of S² = 0.76
E = -419.2654 a.u.
frontier orbital gap (alpha / beta) = 11.2 / 5.7 eV

---

- Look up the E of the second one.
  -419.2654 a.u.

---

- Number 5 is which compound?
  C4H2FO2